(1)
H2N3O2S | ωB97M-V with the def2-TZVPD basis set

XYZ file:
```
8
Properties=species:S:1:pos:R:3:lowdin_charge:R:1
N 0.52 -0.57 -0.06 -0.0817
N 0.54 -0.80 -1.22 0.0151
N -1.08 -1.01 -1.71 -0.9258
O -1.45 0.13 -1.84 -0.2142
O -1.17 -1.91 -2.51 -0.2002
S -1.97 -1.57 -0.14 0.5838
H -1.02 -1.26 0.76 -0.2389
H 1.51 -0.25 0.11 0.0619
```

The charge is -1. Its energy above the lowest of the compared OMol25 structures with the same formula, charge and spin is 87.4 kcal/mol. Its HOMO-LUMO gap is 7.3 eV. The calculation puts the largest force on an atom at 4.84 eV/A. The molar mass comes out at 108.1 g/mol. As for the SMILES: [H]/N=N/[N+]([O-])([O-])S. Its LUMO energy is 3.98 eV. The HOMO energy comes out at -3.3 eV.

***

(2)
C3H4F2O2 | ωB97M-V with the def2-TZVPD basis set

XYZ file:
```
11
Properties=species:S:1:pos:R:3:lowdin_charge:R:1
C 1.23 -1.26 2.22 0.0441
C -1.01 -0.05 -0.52 -0.1572
C 0.24 0.84 -0.67 -0.3365
O 1.82 -0.30 2.17 0.0576
O -1.09 -0.91 0.62 -0.0563
F 1.34 0.02 -0.96 0.0154
F 0.08 1.69 -1.72 0.0588
H 0.50 1.43 0.19 0.1427
H -1.95 0.45 -0.48 0.1234
H -0.91 -0.59 -1.44 0.1180
H -0.25 -1.32 0.60 -0.0101
```

Its energy above the lowest of the compared OMol25 structures with the same formula, charge and spin is 3.9 kcal/mol. Its HOMO-LUMO gap is 12.0 eV. The calculation puts the largest force on an atom at 1.63 eV/A. The molar mass comes out at 110.1 g/mol. Its LUMO energy is 0.96 eV. The HOMO energy comes out at -11.1 eV.

***

(3)
C2H4N2S3 | ωB97M-V with the def2-TZVPD basis set

XYZ file:
```
11
Properties=species:S:1:pos:R:3:lowdin_charge:R:1
C -2.91 0.28 0.07 -0.8803
C 2.05 -0.02 -0.53 -0.6433
N -2.27 -0.59 -0.46 0.1015
N 0.88 0.54 -0.05 -0.7283
S -3.82 1.40 0.77 0.6244
S 0.82 -0.80 -1.57 0.7286
S 0.28 0.44 1.41 0.8153
H 2.66 0.64 -1.05 0.0477
H 2.62 -0.57 0.22 0.0803
H -1.29 -0.74 -0.75 -0.0448
H 0.98 -0.59 1.95 -0.1010
```

Its energy above the lowest of the compared OMol25 structures with the same formula, charge and spin is 60.9 kcal/mol. Its HOMO-LUMO gap is 8.2 eV. The calculation puts the largest force on an atom at 2.71 eV/A. The molar mass comes out at 152.3 g/mol. As for the SMILES: SN1CS1.N=C=S. Its LUMO energy is -1.04 eV. The HOMO energy comes out at -9.2 eV.

***

(4)
C36H45FNTc | ωB97M-V with the def2-TZVPD basis set

XYZ file:
```
84
Properties=species:S:1:pos:R:3:lowdin_charge:R:1
Tc -0.22 0.38 -0.50 1.3788
C 3.07 0.91 -0.20 -0.0006
C 2.39 1.55 -1.16 -0.1023
C 1.52 0.51 -1.86 -0.2371
C 1.66 -0.69 -1.07 -0.1807
C 2.61 -0.46 -0.10 -0.1306
C 3.11 -1.49 0.88 -0.5415
C 4.09 -2.38 0.10 -0.0193
C 3.84 -0.84 2.06 -0.0358
C 1.93 -2.33 1.39 -0.0319
C 1.23 0.45 -3.39 -0.5240
C 0.27 1.54 -3.89 -0.0443
C 2.59 0.57 -4.11 -0.0211
C 0.64 -0.89 -3.80 -0.0530
C 2.40 3.07 -1.30 -0.5106
C 3.20 3.68 -0.14 -0.0523
C 0.95 3.60 -1.19 -0.0381
C 3.05 3.56 -2.60 -0.0374
H 3.76 1.39 0.49 0.1190
H 1.45 -1.69 -1.44 0.1127
H 4.91 -1.80 -0.32 0.0969
H 3.59 -2.91 -0.72 0.0896
H 4.51 -3.12 0.78 0.0981
H 4.75 -0.31 1.73 0.0936
H 4.16 -1.63 2.76 0.0968
H 3.20 -0.14 2.61 0.0758
H 1.43 -2.87 0.58 0.0675
H 1.18 -1.71 1.90 0.0841
H 2.30 -3.07 2.11 0.0994
H 0.63 2.56 -3.74 0.0571
H -0.71 1.46 -3.40 0.0691
H 0.11 1.41 -4.96 0.0987
H 3.04 1.56 -4.01 0.0567
H 2.45 0.37 -5.18 0.0989
H 3.29 -0.18 -3.72 0.1034
H -0.30 -1.11 -3.31 0.0535
H 1.33 -1.72 -3.62 0.0980
H 0.44 -0.86 -4.88 0.1027
H 2.83 3.36 0.84 0.0813
H 3.11 4.77 -0.19 0.0963
H 4.27 3.44 -0.22 0.1011
H 0.57 3.45 -0.17 0.0760
H 0.27 3.10 -1.90 0.0474
H 0.93 4.67 -1.40 0.1038
H 4.03 3.08 -2.76 0.0982
H 3.22 4.64 -2.52 0.0950
H 2.44 3.39 -3.49 0.0634
N -1.94 1.77 -0.66 0.0241
C -3.02 1.32 0.19 -0.2723
C -4.27 1.08 -0.36 -0.0460
C -5.28 0.56 0.44 -0.0567
C -5.03 0.30 1.78 -0.0524
C -3.77 0.56 2.31 -0.0150
C -2.75 1.08 1.53 -0.1713
C -1.40 1.41 2.10 -0.1851
C -1.37 2.00 3.36 -0.0295
C -0.18 2.30 4.00 -0.0604
C 1.02 2.01 3.36 -0.0664
C 1.01 1.42 2.10 -0.1110
C -0.19 1.12 1.42 -0.1798
H -1.55 2.64 -0.31 0.0981
H -2.28 1.94 -1.59 0.0966
H -4.46 1.30 -1.41 0.1229
H -6.26 0.36 0.02 0.1158
H -5.80 -0.12 2.41 0.1152
H -3.57 0.34 3.36 0.1241
H -2.31 2.23 3.85 0.1197
H -0.19 2.77 4.98 0.1143
H 1.97 2.23 3.85 0.1143
H 1.94 1.21 1.64 0.0423
F -2.60 -3.90 -4.90 0.0830
C -2.29 -3.31 -3.74 -0.2897
C -3.02 -2.22 -3.33 0.0096
C -2.67 -1.61 -2.13 -0.0452
C -1.61 -2.08 -1.36 -0.3024
C -1.17 -1.41 -0.08 -0.1754
C -0.94 -3.21 -1.80 -0.0563
C -1.26 -3.83 -2.99 0.0083
H -3.84 -1.86 -3.95 0.1274
H -3.24 -0.75 -1.78 0.0871
H -0.50 -2.04 0.50 0.0438
H -2.01 -1.10 0.55 0.0706
H -0.12 -3.62 -1.19 0.1147
H -0.73 -4.72 -3.35 0.1310
```

The charge is +1. Its energy above the lowest of the compared OMol25 structures with the same formula, charge and spin is 6.7 kcal/mol. Its expectation value of S² is 0.839. Its HOMO-LUMO gap (alpha / beta) is 6.7 / 6.8 eV. The calculation puts the largest force on an atom at 1.53 eV/A. The molar mass comes out at 608.8 g/mol. The spin multiplicity is 2. Its LUMO energy (alpha / beta) is -4.29 / -3.90 eV. The HOMO energy (alpha / beta) comes out at -11.0 / -10.7 eV.

***

(5)
C17H27BrCl6NbO4P2S2 | ωB97M-V with the def2-TZVPD basis set

XYZ file:
```
60
Properties=species:S:1:pos:R:3:lowdin_charge:R:1
C -0.17 -2.75 4.52 -0.1789
C -0.40 -2.23 2.99 -0.6361
Cl -0.77 -3.65 1.81 0.5180
C -0.35 -0.78 2.53 -0.6515
Cl -0.04 0.34 4.03 0.4511
Nb -0.64 -0.08 0.38 1.1642
Br -0.98 0.70 -2.19 0.0075
C -2.14 1.56 0.90 -0.3497
C -1.92 2.41 2.24 -0.4091
O -0.88 3.17 2.62 -0.1342
O -3.05 2.43 3.24 -0.0853
C 0.82 -1.61 -0.48 -0.4122
C 2.31 -0.98 -0.93 -0.2118
C 2.48 -0.37 -2.46 -0.1106
C 3.98 0.22 -2.84 -0.3099
C 5.19 0.17 -1.71 -0.0710
C 5.00 -0.49 -0.21 -0.0426
C 3.51 -1.09 0.19 -0.1809
C 3.39 -1.75 1.68 -0.1397
P 1.17 1.73 0.46 0.0865
S 2.37 1.68 1.94 0.1007
P -2.71 -1.54 -0.05 0.1623
O -3.95 -0.59 -0.90 -0.4281
O -3.55 -2.05 1.43 -0.3731
S -2.37 -3.05 -1.28 0.1303
H 0.34 -3.83 4.45 0.0788
H -1.23 -2.97 5.01 0.1004
H 0.54 -2.12 5.19 0.0588
H -2.13 2.33 -0.01 0.0574
H -3.26 1.15 0.90 0.0571
H -2.66 2.75 4.13 0.1256
H 1.13 -2.49 0.21 0.0067
H 0.36 -2.06 -1.49 0.0254
H 1.58 -0.36 -3.24 0.0625
H 4.12 0.70 -3.92 -0.0174
H 6.26 0.63 -1.97 0.0743
H 5.92 -0.54 0.55 0.0881
H 4.45 -2.26 1.91 0.0817
H 3.24 -0.99 2.56 0.0451
H 2.60 -2.60 1.81 0.0607
H 0.54 3.06 0.45 -0.0608
H 1.99 1.77 -0.76 -0.0620
H -3.93 -0.89 -1.85 0.0239
H -3.18 -1.39 2.12 0.0390
Cl -7.68 1.84 3.97 0.5235
C -6.58 2.59 2.79 -0.6628
C -6.88 4.06 2.58 -0.6656
Cl -8.43 4.32 1.73 0.5182
H -6.65 2.02 1.86 0.0747
H -5.57 2.47 3.19 0.0479
H -6.10 4.51 1.95 0.0738
H -6.91 4.61 3.52 0.0672
Cl 3.89 -0.77 -4.85 0.7384
C 3.44 -1.28 -6.49 -0.5944
C 4.47 -0.86 -7.53 -0.6678
Cl 4.49 0.91 -7.76 0.5270
H 2.45 -0.87 -6.72 0.0746
H 3.36 -2.37 -6.47 0.0717
H 4.22 -1.30 -8.50 0.0660
H 5.47 -1.18 -7.25 0.0666
```

The charge is -1. Its HOMO-LUMO gap is 5.1 eV. The calculation puts the largest force on an atom at 7.97 eV/A. The molar mass comes out at 807.0 g/mol. Its LUMO energy is -0.22 eV. The HOMO energy comes out at -5.3 eV.

***

(6)
C5H9N | ωB97M-V with the def2-TZVPD basis set

XYZ file:
```
15
Properties=species:S:1:pos:R:3:lowdin_charge:R:1
C -0.37 -1.42 1.54 -0.0244
N -0.60 -0.65 0.35 0.0486
C 0.45 0.00 -0.35 -0.2552
C 1.67 -0.69 -0.61 0.2298
C -1.11 1.88 -0.79 0.1107
C 0.13 1.28 -0.93 -0.0830
H -1.08 -1.11 2.26 0.0929
H -0.21 -2.45 1.36 0.0931
H 0.64 -1.03 1.96 0.1387
H -1.38 -0.35 -0.21 0.1304
H 2.03 -1.70 -0.35 0.1144
H 2.36 0.03 -1.06 0.0941
H -1.86 1.89 0.01 0.0907
H -1.49 2.58 -1.60 0.1100
H 0.83 1.74 -1.59 0.1093
```

The charge is +1. Its energy above the lowest of the compared OMol25 structures with the same formula, charge and spin is 53.2 kcal/mol. Its expectation value of S² is 0.778. Its HOMO-LUMO gap (alpha / beta) is 9.3 / 6.8 eV. The calculation puts the largest force on an atom at 5.19 eV/A. The molar mass comes out at 83.1 g/mol. The spin multiplicity is 2. Its LUMO energy (alpha / beta) is -5.03 / -7.38 eV. The HOMO energy (alpha / beta) comes out at -14.4 / -14.2 eV.

***

(7)
C3H13NO3 | ωB97M-V with the def2-TZVPD basis set

XYZ file:
```
20
Properties=species:S:1:pos:R:3:lowdin_charge:R:1
C -0.49 -1.85 -0.80 -0.1244
C -0.88 -0.59 -1.50 -0.1973
C -1.22 0.57 -0.94 -0.2362
N -1.64 1.74 -1.63 0.0329
H -0.88 -2.74 -1.29 0.0620
H -0.93 -1.79 0.20 0.0796
H 0.55 -2.19 -0.69 0.0727
H -0.89 -0.77 -2.58 0.0991
H -1.04 0.58 0.14 0.0852
H -2.61 1.92 -1.45 0.0694
H -1.46 1.57 -2.61 0.0665
H 2.06 0.29 -1.50 0.0406
H 1.24 0.36 -0.32 -0.0127
O 2.17 0.26 -0.54 -0.0534
H 0.10 0.69 2.93 0.0313
H -0.62 2.01 2.82 0.0545
O -0.27 1.29 2.24 -0.0922
H 2.43 0.11 2.01 0.0260
H 2.52 -0.89 3.07 0.0503
O 1.88 -0.56 2.42 -0.0539
```

Its energy above the lowest of the compared OMol25 structures with the same formula, charge and spin is 28.8 kcal/mol. Its HOMO-LUMO gap is 9.2 eV. The calculation puts the largest force on an atom at 1.89 eV/A. The molar mass comes out at 111.1 g/mol. As for the SMILES: C/C=C/N.O.O.O. Its LUMO energy is 0.73 eV. The HOMO energy comes out at -8.4 eV.

***

(8)
H3N2OP | ωB97M-V with the def2-TZVPD basis set

XYZ file:
```
7
Properties=species:S:1:pos:R:3:lowdin_charge:R:1
N -0.34 -0.29 0.28 -0.3191
N -0.47 2.00 -0.05 0.0636
O 1.14 -2.32 -0.39 -0.3860
P 0.99 -0.71 -0.40 0.6706
H -1.40 1.81 -0.24 -0.0759
H -0.46 2.48 0.86 0.0006
H 0.53 -2.98 -0.06 0.0462
```

Its energy above the lowest of the compared OMol25 structures with the same formula, charge and spin is 72.5 kcal/mol. Its HOMO-LUMO gap (alpha / beta) is 8.7 / 9.7 eV. The calculation puts the largest force on an atom at 3.21 eV/A. The molar mass comes out at 78.0 g/mol. Its LUMO energy (alpha / beta) is -1.21 / -0.38 eV. The HOMO energy (alpha / beta) comes out at -9.9 / -10.1 eV.

***

(9)
C4H8O2 | ωB97M-V with the def2-TZVPD basis set

XYZ file:
```
14
Properties=species:S:1:pos:R:3:lowdin_charge:R:1
C -0.71 -0.83 -0.35 -0.0571
C -0.52 0.39 -1.23 -0.2268
O 0.74 0.98 -0.98 -0.1208
C 1.21 0.66 0.31 -0.1556
C 0.08 0.06 1.14 -0.3868
O 0.36 -0.82 2.09 -0.1216
H -0.24 -1.17 0.91 0.1453
H -0.13 -1.68 -0.74 0.1244
H -1.76 -1.10 -0.21 0.1167
H -0.56 0.13 -2.29 0.1251
H -1.32 1.12 -1.03 0.1228
H 1.57 1.56 0.81 0.1401
H 2.02 -0.08 0.27 0.1382
H -0.75 0.77 1.31 0.1561
```

Its energy above the lowest of the compared OMol25 structures with the same formula, charge and spin is 116.0 kcal/mol. Its HOMO-LUMO gap is 10.2 eV. The calculation puts the largest force on an atom at 0.44 eV/A. The molar mass comes out at 88.1 g/mol. Its LUMO energy is 0.84 eV. The HOMO energy comes out at -9.3 eV.

***

(10)
C4H6O2S | ωB97M-V with the def2-TZVPD basis set

XYZ file:
```
13
Properties=species:S:1:pos:R:3:lowdin_charge:R:1
C 1.10 -0.60 -1.21 -0.0765
C 1.71 -1.48 -0.67 0.0300
C -2.07 0.72 -0.07 -0.0954
C -2.11 -0.07 1.01 -0.0780
O 3.91 1.34 -0.27 -0.4088
O 2.04 2.28 -1.43 -0.4209
S 2.49 1.51 -0.33 0.8191
H 0.55 0.16 -1.71 0.0186
H -1.99 1.81 0.02 0.0489
H -2.05 0.27 -1.09 0.0535
H 2.32 -2.20 -0.21 0.0256
H -1.87 0.37 1.91 0.0106
H -2.14 -1.20 0.92 0.0734
```

Its energy above the lowest of the compared OMol25 structures with the same formula, charge and spin is 88.1 kcal/mol. Its HOMO-LUMO gap is 9.6 eV. The calculation puts the largest force on an atom at 3.05 eV/A. The molar mass comes out at 118.2 g/mol. Its LUMO energy is -0.67 eV. The HOMO energy comes out at -10.3 eV.